# 1
C14H12Br18F10NO2 as an isolated structure at a distorted geometry, computed with ωB97M-V/def2-TZVPD.

Calculated total energy: -1308226.98443 eV
Highest occupied orbital energy: -4.821 eV

```
! wB97M-V def2-TZVPD RIJCOSX def2/J DEFGRID3
* xyz -1 1
O 3.720 -1.289 -1.303
C 3.210 -0.039 -1.120
O 2.985 0.355 0.287
C 2.856 0.853 -2.447
N 3.111 2.337 -2.317
F 4.003 2.642 -1.346
C 1.841 3.154 -2.234
C 1.321 3.407 -0.664
C -0.312 3.452 -0.526
F -0.595 4.339 0.665
F -0.823 4.191 -1.702
C -1.038 2.024 -0.213
F -0.035 1.015 0.301
F -1.957 2.244 0.967
C -1.772 1.297 -1.481
F -2.239 -0.047 -0.971
F -0.838 0.969 -2.609
C -3.103 2.041 -2.065
F -3.602 3.185 -1.270
F -4.178 1.035 -2.404
F -2.703 2.620 -3.403
H 1.747 0.659 -2.780
H 3.544 0.478 -3.348
H 2.107 4.224 -2.690
H 0.995 2.722 -2.925
H 1.869 2.706 0.097
H 1.699 4.511 -0.411
C 2.545 -3.699 1.163
Br 1.430 -2.106 1.210
Br 4.259 -3.409 2.036
Br 1.620 -5.252 1.882
H 2.755 -3.912 0.109
C -0.394 -7.320 5.358
Br 0.225 -8.081 3.678
Br -0.532 -5.382 5.268
Br -2.056 -8.137 5.954
H 0.365 -7.552 6.112
C 2.306 5.507 3.071
Br 2.925 4.746 1.391
Br 2.168 7.445 2.981
Br 0.644 4.690 3.667
H 3.065 5.275 3.826
C -4.674 6.676 0.374
Br -2.860 6.032 0.657
Br -5.875 5.246 -0.169
Br -5.350 7.640 1.923
H -4.633 7.391 -0.455
C 1.129 -2.087 -4.892
Br 0.369 -2.599 -3.177
Br 0.005 -0.806 -5.829
Br 2.958 -1.449 -4.712
H 1.165 -2.991 -5.509
C -3.010 -10.106 2.460
Br -4.634 -10.420 3.484
Br -1.904 -11.703 2.349
Br -3.394 -9.369 0.701
H -2.430 -9.353 3.003
*
```

---

# 2
C29H30BrCaNO10PTe as an isolated structure, computed with ωB97M-V/def2-TZVPD.

Energy relative to the best compared isomer or geometry (same formula, charge and spin): 60.75 kJ/mol
Calculated total energy: -157596.50146 eV
Highest occupied orbital energy: -5.087 eV

```
! wB97M-V def2-TZVPD RIJCOSX def2/J DEFGRID3
* xyz -1 1
Ca 0.144 -0.717 0.628
O -1.437 1.908 3.642
C -0.778 1.085 3.018
O -0.773 0.913 1.744
C 0.077 0.109 3.848
C -0.464 -1.328 3.716
C -0.070 -2.159 4.936
C 1.463 -2.298 4.719
C 1.651 -1.611 3.360
O 0.394 -1.923 2.696
C 1.577 -0.090 3.476
C 2.057 0.643 2.206
O 2.233 1.855 2.294
O 2.240 -0.077 1.154
H -0.008 0.438 4.882
H -1.495 -1.413 3.383
H -0.564 -3.130 4.907
H -0.335 -1.664 5.869
H 1.763 -3.344 4.668
H 2.052 -1.812 5.497
H 2.468 -1.979 2.747
H 2.197 0.278 4.294
C 3.509 0.011 -2.126
O 2.320 -0.112 -2.920
P 1.140 -1.040 -2.322
O 1.634 -2.436 -2.987
C 0.839 -3.607 -2.781
O -0.053 -0.637 -3.340
C -1.243 -0.059 -2.780
H 3.987 0.944 -2.415
H 4.183 -0.821 -2.337
H 3.280 0.032 -1.057
H 1.375 -4.433 -3.244
H -0.139 -3.497 -3.253
H 0.686 -3.804 -1.721
H -1.934 0.088 -3.607
H -1.032 0.906 -2.313
H -1.692 -0.736 -2.051
Te 1.362 2.702 -0.822
C 1.258 3.526 -2.781
C 1.027 2.729 -3.897
C 1.000 3.291 -5.168
C 1.194 4.654 -5.334
C 1.434 5.454 -4.224
C 1.479 4.891 -2.958
C -0.180 3.930 -0.043
C -1.105 4.578 -0.856
C -2.126 5.322 -0.281
C -2.243 5.401 1.100
C -1.331 4.736 1.906
C -0.293 4.011 1.339
H 0.889 1.662 -3.785
H 0.825 2.657 -6.029
H 1.166 5.092 -6.325
H 1.595 6.519 -4.345
H 1.675 5.516 -2.095
H -1.042 4.503 -1.934
H -2.842 5.827 -0.919
H -3.056 5.963 1.544
H -1.435 4.744 2.983
H 0.410 3.488 1.976
Br -4.447 -7.137 -1.509
C -3.239 -6.263 -0.335
C -2.567 -7.003 0.622
N -1.712 -6.443 1.473
C -1.512 -5.131 1.385
C -2.141 -4.316 0.450
C -3.029 -4.901 -0.436
C -1.834 -2.834 0.424
O -2.392 -2.104 1.245
O -0.955 -2.468 -0.420
H -2.722 -8.072 0.705
H -0.816 -4.697 2.096
H -3.545 -4.309 -1.181
*
```

---

Number 1: HOMO-LUMO gap 5.931 eV. Number 2: HOMO-LUMO gap 7.280 eV.